C12H18OPS | ωB97M-V with the def2-TZVPD basis set

Summary:
calculated total energy = -34893.7664 eV
charge = +1
HOMO level = -11.4 eV
LUMO = -3.84 eV
largest force on an atom = 10.44 eV Å⁻¹

The geometry in XYZ format:
```
33
Properties=species:S:1:pos:R:3:nbo_charge:R:1
C 4.53 4.32 0.37 -0.20
C 3.33 4.18 -0.38 -0.12
C 1.77 3.96 -0.96 -0.56
S 1.06 2.43 -0.07 0.45
C -0.77 2.39 -0.53 -0.53
C -1.43 1.15 0.38 -0.64
P 2.06 0.63 -0.80 0.99
C 3.75 0.41 0.11 -0.99
O 2.48 0.87 -2.48 -0.96
H 5.38 4.12 1.18 0.32
H 1.80 3.84 -2.13 0.30
H 1.12 4.87 -0.59 0.29
H -1.25 3.42 -0.18 0.28
H -0.93 2.18 -1.67 0.27
H -2.59 1.14 0.25 0.27
H -1.11 1.32 1.51 0.24
H -0.91 0.15 0.04 0.24
H 3.78 -0.52 0.82 0.29
H 4.68 0.43 -0.60 0.28
H 3.85 1.36 0.81 0.27
H 2.88 -0.01 -2.81 0.52
C -3.96 -3.81 1.36 -0.21
C -2.84 -4.62 1.54 -0.20
C -1.67 -4.37 0.83 -0.21
C -1.62 -3.29 -0.06 -0.22
C -2.74 -2.48 -0.25 -0.23
C -3.91 -2.75 0.46 -0.20
H -4.88 -4.02 1.91 0.22
H -2.88 -5.45 2.24 0.22
H -0.80 -5.00 0.97 0.22
H -0.70 -3.09 -0.62 0.20
H -2.70 -1.65 -0.94 0.20
H -4.79 -2.12 0.31 0.21
```